Entry 1:
C6H10O | wB97M-V/def2-TZVPD

HOMO: -9.6 eV
Molar mass: 98.14 u
SMILES string: CC/C=C\C(C)=O
Energy relative to the best compared isomer or geometry (same formula, charge and spin): 9.89 kcal per mole

```
17
C6H10O wB97M-V/def2-TZVPD
C -1.47574 -0.70758 0.56433
C -1.55685 0.80722 0.39535
C -0.38343 1.53851 -0.20225
C 0.89333 1.16965 -0.27299
C 1.48203 -0.11735 0.23222
C 1.65794 -1.24831 -0.76014
O 1.84107 -0.23237 1.38406
H -0.62808 -1.01623 1.17912
H -2.38195 -1.08035 1.05589
H -1.39236 -1.21372 -0.40353
H -2.42852 1.04035 -0.22164
H -1.75908 1.27523 1.36639
H -0.64451 2.52628 -0.58439
H 1.62049 1.85011 -0.71215
H 2.65932 -1.18994 -1.20371
H 1.57442 -2.21331 -0.25164
H 0.92190 -1.18820 -1.56490
```

Entry 2:
CH12O4S2 | wB97M-V/def2-TZVPD

HOMO: -8.7 eV
Molar mass: 152.24 u
SMILES string: CSS.O.O.O.O
Energy relative to the best compared isomer or geometry (same formula, charge and spin): 18.52 kcal per mole

```
19
CH12O4S2 wB97M-V/def2-TZVPD
C -2.73245 1.42513 -0.68359
S -1.73600 2.00432 -1.97808
S 0.03272 2.50123 -1.37873
H -3.18637 0.51855 -1.01399
H -3.48990 2.15043 -0.40276
H -2.23038 1.22062 0.30300
H 0.54878 1.34024 -1.16826
O 0.48773 -2.01080 -1.03372
H -0.34053 -2.02764 -1.55628
H 0.20570 -2.07936 -0.05531
O 0.18413 -2.04117 1.64595
H 1.09523 -1.69489 1.76909
H -0.35800 -1.28524 1.83685
O 1.53719 0.10321 2.33293
H 0.85752 0.78854 2.27672
H 2.10421 0.41366 1.59338
O 2.26064 -0.02284 -0.72472
H 1.66092 -0.76771 -0.99258
H 3.09886 -0.53629 -0.76991
```

Entry 3:
C24H64N4O10S6 | wB97M-V/def2-TZVPD

HOMO: -8.5 eV
Molar mass: 761.20 u
Energy relative to the best compared isomer or geometry (same formula, charge and spin): 44.86 kcal per mole

```
108
C24H64N4O10S6 wB97M-V/def2-TZVPD
C -1.08339 0.06403 -0.03810
S 0.23305 0.27844 -1.29295
O 0.96646 1.53968 -0.99907
C 1.30177 -1.14098 -0.69644
H -1.81576 -0.72184 -0.22289
H -1.53807 1.05004 0.05757
H -0.50655 -0.17747 0.85467
H 2.08522 -1.34480 -1.42634
H 0.63906 -2.00414 -0.63428
H 1.70294 -0.99730 0.30682
C -2.55971 -0.45432 3.25579
S -3.98579 0.71388 3.51550
O -5.04038 -0.26826 3.99075
C -3.19888 1.59247 4.91565
H -1.66893 0.14363 3.06332
H -2.82619 -1.06912 2.39607
H -2.45995 -1.13851 4.09843
H -4.04825 2.16578 5.28712
H -2.36545 2.24828 4.66384
H -3.08231 0.86019 5.71457
C 1.35116 0.67832 -5.03418
S 2.04617 2.36056 -4.54985
O 2.58204 3.08562 -5.77562
C 0.49463 3.33410 -4.03948
H 1.26135 0.08586 -4.12367
H 2.23881 0.24975 -5.49950
H 0.47323 0.72936 -5.67818
H 0.70261 4.39776 -3.92341
H 0.01389 3.00033 -3.11992
H -0.29859 3.19350 -4.77375
C 2.48753 1.92414 4.99497
S 3.88691 2.29366 3.95818
O 4.91433 1.18790 4.25790
C 3.14916 1.86630 2.29009
H 1.53911 2.12272 4.49580
H 2.47358 2.61963 5.83413
H 2.60823 0.89190 5.32364
H 3.75314 2.30741 1.49717
H 2.12015 2.19352 2.14117
H 3.14603 0.80164 2.05648
C -0.12974 5.03606 -0.12432
S 0.59370 5.17023 1.55544
O 0.09581 6.48506 2.17641
C -0.48711 3.80235 2.24052
H 0.06333 4.07691 -0.60480
H 0.25190 5.81719 -0.78180
H -1.21367 5.08547 -0.02057
H -0.34325 3.78804 3.32089
H -0.21909 2.83572 1.81402
H -1.49333 4.17887 2.05655
C 0.55078 -1.55583 5.41283
S 1.01907 -1.29933 3.65094
O 0.70561 0.14638 3.21636
C 2.81699 -1.67009 3.63876
H 0.97867 -2.52792 5.65791
H -0.53564 -1.55677 5.50105
H 1.06152 -0.76430 5.96122
H 3.41049 -1.15392 4.39336
H 3.24511 -1.42343 2.66718
H 3.02900 -2.72985 3.78037
C -3.90938 -0.00113 -2.52634
O -4.75026 -0.76571 -2.03274
N -3.71617 1.22570 -1.99637
C -2.81633 2.21435 -2.51039
C -4.60231 1.66967 -0.85124
H -3.29623 -0.12431 -3.43247
H -1.96282 1.89467 -3.10825
H -2.45102 2.76628 -1.64435
H -3.31815 2.95153 -3.13716
H -5.53559 1.10811 -0.80957
H -4.09450 1.52780 0.10275
H -4.84851 2.73141 -0.86509
C -2.95068 -3.25943 0.18008
O -1.78208 -3.64420 0.20402
N -3.92072 -3.63055 1.01535
C -3.59920 -4.37433 2.21041
C -5.27916 -3.18885 0.85426
H -3.31790 -2.60404 -0.62478
H -4.53020 -4.77793 2.60848
H -3.21912 -3.68414 2.96359
H -2.96066 -5.22839 1.98471
H -5.59121 -2.48469 1.62554
H -5.40331 -2.60167 -0.05564
H -5.95395 -4.02881 0.68928
C -1.10315 -2.66142 -3.95625
O -1.04171 -1.45894 -4.02994
N -0.04170 -3.51179 -3.97866
C -0.17323 -4.94681 -4.06360
C 1.32224 -3.03185 -4.08193
H -2.08317 -3.15903 -4.02059
H -0.90530 -5.25147 -4.81150
H -0.43791 -5.43878 -3.12765
H 0.78719 -5.38421 -4.33632
H 1.34579 -1.97647 -3.81043
H 1.98166 -3.64250 -3.46519
H 1.66324 -3.00925 -5.11697
C 5.19229 -1.57223 -2.70024
O 4.03142 -1.91329 -2.94596
N 5.54457 -0.40220 -2.22108
C 6.88475 -0.15205 -1.82684
C 4.63674 0.70789 -1.82393
H 6.03520 -2.23498 -2.95019
H 7.15647 0.85512 -2.14288
H 7.62598 -0.85103 -2.21427
H 7.00257 -0.09823 -0.74456
H 4.76294 0.97488 -0.77470
H 4.90628 1.66350 -2.27368
H 3.62342 0.39976 -2.08150
```

Entry 4:
C6H11NO | wB97M-V/def2-TZVPD

HOMO: -8.9 eV
Molar mass: 113.16 u
SMILES string: C=C(CCC=O)NC
Energy relative to the best compared isomer or geometry (same formula, charge and spin): 40.78 kcal per mole

```
19
C6H11NO wB97M-V/def2-TZVPD
C 1.70495 -0.02355 1.08184
C 0.92277 -0.01819 0.00588
C -0.04865 -1.11973 -0.35952
C -1.50390 -0.78730 -0.07737
C -1.72498 -0.24432 1.30819
O -2.40093 0.73105 1.53180
N 1.07833 0.97683 -0.99516
C 1.91389 0.62981 -2.13293
H 2.49310 0.71523 1.15821
H 1.59308 -0.67616 1.93490
H 0.12995 -1.24785 -1.42981
H 0.25312 -2.02428 0.16546
H -2.11943 -1.68894 -0.16331
H -1.90223 -0.08683 -0.81518
H -1.29229 -0.80729 2.15639
H 1.34532 1.87309 -0.61320
H 1.45168 -0.13581 -2.74763
H 2.02267 1.51392 -2.76758
H 2.92838 0.34803 -1.83929
```